1.
Formula: C30H24ClF3N4O2S5Sr
Source: the Open Molecules 2025 dataset
Level of theory: ωB97M-V/def2-TZVPD

Cartesian coordinates (Å):
Sr1 -0.1494 -0.3050 -0.7776
Cl1 4.2166 -2.1233 5.3371
C1 3.4117 -1.8745 3.8035
C2 3.0217 -2.9889 3.0538
C3 2.4108 -2.8303 1.8406
C4 2.1623 -1.5307 1.2955
O1 1.6938 -1.3876 0.1312
C5 2.5108 -0.4085 2.1175
C6 2.2081 0.9509 1.7574
N1 1.5152 1.3574 0.7455
C7 1.4551 2.7384 0.5597
C8 2.5461 3.5783 0.5979
C9 2.3994 4.9568 0.3281
C10 1.1778 5.4896 0.0245
C11 0.0307 4.6545 -0.0148
C12 -1.2745 5.1428 -0.2863
C13 -2.3284 4.2734 -0.2661
C14 -2.0699 2.9062 -0.0029
N2 -0.8786 2.4244 0.2203
C15 0.1684 3.2822 0.2372
C16 3.1482 -0.6068 3.3549
H1 3.1937 -3.9814 3.4517
H2 2.0627 -3.6811 1.2705
H3 2.6031 1.6962 2.4611
H4 3.5283 3.1696 0.7940
H5 3.2800 5.5866 0.3553
H6 1.0598 6.5455 -0.1884
H7 -1.4150 6.1968 -0.4971
H8 -3.3452 4.5879 -0.4569
H9 -2.8835 2.1890 0.0265
H10 3.4144 0.2553 3.9553
S1 0.3263 -0.9456 -3.8307
C17 0.8987 0.6765 -3.9161
C18 1.1847 1.2700 -5.1686
C19 1.6494 2.5545 -5.2404
C20 1.8380 3.2784 -4.0586
C21 1.5333 2.6348 -2.8738
N3 1.0801 1.3888 -2.7821
H11 1.0309 0.6752 -6.0574
H12 1.8702 2.9972 -6.2063
H13 2.2085 4.2942 -4.0526
H14 1.6697 3.1536 -1.9321
S2 -3.3501 -2.8866 2.4480
C22 -2.3008 -2.0961 1.4311
S3 -1.6463 -0.5158 1.8173
S4 -1.6809 -2.8597 -0.0228
C23 4.3874 -2.8840 -1.0664
S5 4.2650 -2.0300 -2.6508
C24 3.9771 -0.3837 -1.9967
O2 5.6643 -1.9830 -3.1974
H15 5.2329 -2.4878 -0.5074
H16 4.5402 -3.9416 -1.2662
H17 3.4560 -2.7416 -0.5187
H18 3.0647 -0.3353 -1.4020
H19 3.9178 0.2910 -2.8475
H20 4.8339 -0.1271 -1.3714
F1 -6.2355 1.9421 -4.7519
C25 -6.2757 1.5769 -3.4493
F2 -7.2633 0.6727 -3.3267
F3 -6.6737 2.6787 -2.7634
C26 -4.9526 1.0722 -2.9658
C27 -3.7874 1.7213 -3.3682
C28 -2.5921 1.2565 -2.8547
N4 -2.5243 0.2330 -2.0124
C29 -3.6263 -0.3979 -1.6316
C30 -4.8792 -0.0029 -2.0930
H21 -3.7972 2.5557 -4.0545
H22 -1.6500 1.7191 -3.1248
H23 -3.4800 -1.2394 -0.9605
H24 -5.7558 -0.5398 -1.7603

Cartesian forces (eV/Å) of the 6 atoms listed first:
-0.466 0.002 0.110
0.079 0.010 0.150
-0.003 0.289 -0.020
-0.094 -0.162 -0.122
0.008 0.124 0.158
0.101 0.135 0.128

Net charge: -2
Maximum force: 0.0209 hartree/bohr
Energy above the lowest of the compared OMol25 structures with the same formula, charge and spin: 0.3740 eV
Highest occupied orbital energy: -0.87 eV

2.
Formula: C30H24ClNO3PSSc
Source: the Open Molecules 2025 dataset
Level of theory: ωB97M-V/def2-TZVPD

Cartesian coordinates (Å):
C1 -1.1461 -2.0878 2.6863
C2 -1.0785 -2.2950 1.2809
C3 0.3136 -2.2783 0.8855
H1 -1.9315 -2.5164 0.6320
C4 1.0953 -2.0111 2.0678
C5 0.1845 -1.9069 3.1715
H2 0.4629 -1.8009 4.2197
H3 -2.0504 -2.0993 3.2860
H4 0.7096 -2.5285 -0.1058
H5 2.1855 -1.9762 2.1274
Sc1 0.0747 -0.0059 1.4328
Cl1 2.0172 0.9356 0.5272
P1 0.0192 -0.2167 -1.6865
C6 1.1058 -1.2932 -2.7508
C7 0.6579 -1.9309 -3.9207
H6 -0.3956 -1.8688 -4.2080
C8 1.5565 -2.6210 -4.7411
H7 1.1846 -3.0886 -5.6526
C9 2.9081 -2.6854 -4.4034
H8 3.6067 -3.2075 -5.0559
C10 3.3571 -2.0616 -3.2359
H9 4.4119 -2.0964 -2.9773
C11 2.4679 -1.3765 -2.4079
H10 2.8084 -0.8724 -1.4997
C12 -1.5781 -0.6404 -2.5134
C13 -2.2105 -1.8265 -2.1005
H11 -1.7277 -2.4530 -1.3484
C14 -3.4234 -2.2090 -2.6675
H12 -3.9127 -3.1166 -2.3220
C15 -4.0012 -1.4444 -3.6875
H13 -4.9419 -1.7567 -4.1412
C16 -3.3532 -0.2931 -4.1342
H14 -3.7683 0.2951 -4.9522
C17 -2.1517 0.1179 -3.5455
H15 -1.6527 1.0208 -3.9058
C18 0.3560 1.3757 -2.5528
C19 1.0437 1.4768 -3.7711
H16 1.4541 0.5817 -4.2471
C20 1.1890 2.7204 -4.3962
H17 1.7069 2.7713 -5.3543
C21 0.6621 3.8686 -3.8055
H18 0.7632 4.8334 -4.3022
C22 -0.0031 3.7731 -2.5788
H19 -0.4181 4.6643 -2.1144
C23 -0.1515 2.5406 -1.9481
H20 -0.6648 2.4566 -0.9872
O1 -1.7008 0.8937 3.0400
C24 -0.7126 1.0669 3.8140
N1 0.5154 0.7812 3.3019
S1 1.8672 1.1082 4.2554
O2 2.5730 -0.1091 4.5448
O3 2.5589 2.2145 3.6652
C25 0.7722 1.5836 5.5657
C26 1.1958 1.9175 6.8448
C27 0.2083 2.1190 7.8214
C28 -1.1570 2.0303 7.4755
C29 -1.5578 1.7660 6.1609
C30 -0.5719 1.5005 5.2119
H21 2.2611 2.0149 7.0456
H22 0.5097 2.3496 8.8495
H23 -1.9044 2.1618 8.2591
H24 -2.5987 1.7341 5.8489

Cartesian forces (eV/Å) of the 6 atoms listed first:
1.069 0.201 -0.420
0.917 0.001 -0.111
-0.358 -0.534 0.746
0.426 0.236 0.367
-0.716 -0.837 -0.162
-0.273 -0.609 -0.809

Net charge: 0
Maximum force: 0.0468 hartree/bohr
Highest occupied orbital energy: -8.34 eV

3.
Formula: C30H24FeN6S3Se2
Source: the Open Molecules 2025 dataset
Level of theory: ωB97M-V/def2-TZVPD

Cartesian coordinates (Å):
Fe1 0.8708 0.1137 0.2024
C1 2.6277 1.6399 2.3774
N1 2.3590 0.4501 1.5630
C2 3.1596 -0.5530 1.7143
C3 2.9900 -1.7304 0.9690
C4 3.7254 -2.9312 0.9472
C5 3.1103 -3.7416 0.0057
C6 2.0262 -3.0017 -0.5061
N2 1.9522 -1.8027 0.0698
C7 2.5894 1.4118 3.8745
C8 3.6148 1.8814 4.6865
C9 3.5483 1.7403 6.0664
C10 2.4567 1.1191 6.6520
C11 1.4328 0.6362 5.8487
C12 1.5025 0.7822 4.4731
H1 1.8895 2.3955 2.1148
H2 3.6099 2.0417 2.1094
H3 3.9806 -0.4932 2.4301
H4 4.5968 -3.1557 1.5432
H5 3.3894 -4.7408 -0.2877
H6 1.3092 -3.3019 -1.2587
H7 4.4702 2.3763 4.2403
H8 4.3490 2.1226 6.6869
H9 2.4083 1.0127 7.7280
H10 0.5707 0.1544 6.2934
H11 0.7006 0.4127 3.8526
Se1 0.6339 2.9584 -0.2079
Se2 -1.1595 1.8445 1.4202
C13 -1.2168 0.1227 2.1740
C14 -2.1385 -0.2537 3.1486
C15 -2.0589 -1.5310 3.6640
C16 -1.0760 -2.3967 3.1948
C17 -0.2201 -1.9542 2.2074
N3 -0.2894 -0.7153 1.7144
C18 1.6207 2.1743 -1.5955
C19 1.9687 2.8308 -2.7776
C20 2.6721 2.1249 -3.7324
C21 2.9892 0.7869 -3.4929
C22 2.5899 0.2091 -2.3028
N4 1.9252 0.9024 -1.3780
H12 -2.8843 0.4571 3.4776
H13 -2.7565 -1.8633 4.4218
H14 -0.9752 -3.3997 3.5824
H15 0.5391 -2.5956 1.7819
H16 1.6739 3.8608 -2.9184
H17 2.9623 2.5923 -4.6642
H18 3.5307 0.1995 -4.2200
H19 2.8080 -0.8221 -2.0680
S1 -3.9236 3.3384 -3.7325
C23 -3.2271 1.9329 -3.2146
S2 -1.8319 1.9891 -2.1628
C24 -1.7962 0.2254 -2.1195
N5 -2.7289 -0.2968 -2.8372
N6 -3.5321 0.6184 -3.4516
C25 -4.5620 0.0533 -4.2774
C26 -4.5797 -1.3389 -4.4175
C27 -5.5481 -1.9526 -5.1895
C28 -6.5161 -1.1999 -5.8376
C29 -6.4978 0.1762 -5.7007
C30 -5.5330 0.8093 -4.9295
S3 -0.6632 -0.7420 -1.2823
H20 -3.8306 -1.9248 -3.9117
H21 -5.5440 -3.0307 -5.2830
H22 -7.2714 -1.6865 -6.4409
H23 -7.2460 0.7798 -6.1977
H24 -5.5468 1.8785 -4.8398

Cartesian forces (eV/Å) of the 6 atoms listed first:
0.461 -0.731 0.219
0.090 -0.039 0.124
-0.224 0.064 -0.051
0.003 0.303 0.159
0.153 -0.673 -0.265
0.016 0.334 0.181

Net charge: 0
Maximum force: 0.0312 hartree/bohr
Highest occupied orbital energy (spin up / spin down): -7.12 / -7.12 eV